Computed, not measured: 2 unconnected molecules or ions with the total composition C4H13N4O in a non-equilibrium geometry, with the ωB97M-V functional and the def2-TZVPD basis.

The value obtained for the highest occupied orbital energy (alpha / beta) is -18.484 / -18.410 eV. Its spin multiplicity is 2. As for the total energy: -12348.27936 eV. The calculation puts the strongest force on any atom at 4.60 eV/A. Its charge is +2. The HOMO-LUMO gap (alpha / beta) comes out at 10.73 / 5.37 eV. For the LUMO energy (alpha / beta), the calculation gives -7.755 / -13.038 eV.

Atoms and positions in Å:
1 C -2.278 -1.265 -1.558
2 C -1.531 -1.216 -0.283
3 O -0.624 -0.386 -0.069
4 N -1.993 -2.063 0.653
5 H -3.366 -1.089 -1.454
6 H -2.061 -2.190 -2.108
7 H -1.474 -2.192 1.513
8 H -2.530 -2.832 0.264
9 H -1.940 -0.590 -2.387
10 C 2.485 -0.366 0.606
11 C 1.022 1.549 0.321
12 N 2.133 0.930 -0.065
13 N 0.275 1.542 1.455
14 N 0.650 2.588 -0.498
15 H 2.200 0.773 -1.064
16 H 2.391 -0.289 1.696
17 H 3.559 -0.572 0.496
18 H 0.300 0.687 1.998
19 H -0.673 1.901 1.424
20 H 1.425 2.941 -1.045
21 H 0.119 3.331 -0.062
22 H 1.912 -1.192 0.169

Computed, not measured: 2 unconnected molecules or ions with the total composition C4H13N5 in a non-equilibrium geometry, with the ωB97M-V functional and the def2-TZVPD basis.

The value obtained for the highest occupied orbital energy is -7.485 eV. As for the total energy: -11805.54166 eV. The calculation puts the strongest force on any atom at 5.90 eV/A. Its charge is 0. Its SMILES is [H]/N=C(\C)NN.[H]/N=C(\C)N. The HOMO-LUMO gap comes out at 7.73 eV. For the LUMO energy, the calculation gives 0.248 eV.

Atoms and positions in Å:
1 H 1.432 0.125 -1.788
2 N 1.082 0.647 -0.990
3 C 0.839 -0.134 0.077
4 C 1.240 -1.595 0.072
5 N 0.932 0.516 1.325
6 N 2.031 1.390 1.568
7 H 2.330 -1.724 0.076
8 H 0.824 -2.097 0.947
9 H 0.809 -2.092 -0.798
10 H 0.782 -0.071 2.125
11 H 2.831 1.096 0.984
12 H 1.743 2.310 1.241
13 H -2.189 -1.847 0.100
14 N -1.680 -1.471 -0.696
15 C -1.324 -0.229 -0.515
16 C -2.029 0.722 0.432
17 N -0.955 0.407 -1.762
18 H -2.761 1.324 -0.111
19 H -1.333 1.414 0.901
20 H -2.516 0.194 1.245
21 H -0.879 -0.260 -2.523
22 H -1.210 1.374 -1.908

Computed, not measured: a single C4H13N5O2 molecule in a non-equilibrium geometry, with the ωB97M-V functional and the def2-TZVPD basis.

The value obtained for the highest occupied orbital energy is -9.422 eV. As for the total energy: -15895.64613 eV. The calculation puts the strongest force on any atom at 5.85 eV/A. Its charge is 0. Its SMILES is NCCN(CCN)N(O)N=O. The HOMO-LUMO gap comes out at 10.16 eV. For the LUMO energy, the calculation gives 0.741 eV.

Atoms and positions in Å:
1 N 2.353 1.125 -0.966
2 C 1.682 1.695 0.241
3 C 0.205 1.596 0.247
4 N 0.002 0.045 -0.136
5 C 0.443 -0.687 1.112
6 C 1.735 -1.497 0.922
7 N 2.035 -1.556 -0.498
8 N -1.470 -0.157 -0.238
9 O -1.709 -1.034 -1.152
10 N -2.292 0.481 0.446
11 O -3.624 0.204 0.192
12 H 1.676 1.577 -1.702
13 H 2.007 0.257 -1.194
14 H 2.299 1.206 1.112
15 H 2.045 2.759 0.316
16 H -0.225 1.917 1.173
17 H 0.089 2.448 -0.540
18 H -0.523 -1.294 1.425
19 H 0.451 0.161 1.835
20 H 2.746 -0.936 1.064
21 H 1.787 -2.426 1.373
22 H 1.258 -1.870 -0.949
23 H 2.915 -2.139 -0.708
24 H -2.643 -1.223 -0.908